Density functional theory data (ωB97M-V with the def2-TZVPD basis set) for an isolated molecule of C3H2N2 in a non-equilibrium geometry.

Values from the calculation:
Molar mass   66.1 g/mol
Energy above the lowest of the compared OMol25 structures with the same formula, charge and spin   141.9 kcal per mole
Lowest unoccupied orbital energy   -0.82 eV
Highest occupied orbital energy   -10.717 eV

Structure (XYZ):
```
7
C3H2N2 ωB97M-V with the def2-TZVPD basis set
C 0.0870 -0.7157 -0.3647
C -0.8882 0.3258 0.1347
N -0.2376 1.5150 -0.1288
N -0.1023 0.9429 1.1841
C 0.8206 0.5592 0.1704
H 0.3670 -1.4849 0.4160
H -0.0465 -1.1422 -1.4116
```

Density functional theory data (ωB97M-V with the def2-TZVPD basis set) for a cluster of 2 separate species, C3H2N2 in total in a non-equilibrium geometry.

Values from the calculation:
Molar mass   66.1 g/mol
Energy above the lowest of the compared OMol25 structures with the same formula, charge and spin   90.7 kcal per mole
Lowest unoccupied orbital energy   -2.92 eV
Highest occupied orbital energy   -11.506 eV

Structure (XYZ):
```
7
C3H2N2 ωB97M-V with the def2-TZVPD basis set
C 0.3827 1.4540 0.6457
C -0.1043 0.8677 -2.0842
C 0.1110 0.1926 0.1959
N 0.8020 2.4954 0.8856
N -0.1568 1.1268 -3.1827
H 1.0856 -0.4704 0.0962
H -0.8197 -0.1823 0.3053
```

Density functional theory data (ωB97M-V with the def2-TZVPD basis set) for an isolated molecule of C3H2N2 in a non-equilibrium geometry.

Values from the calculation:
Molar mass   66.1 g/mol
Energy above the lowest of the compared OMol25 structures with the same formula, charge and spin   30.5 kcal per mole
Lowest unoccupied orbital energy   -0.68 eV
Highest occupied orbital energy   -12.132 eV

Structure (XYZ):
```
7
C3H2N2 ωB97M-V with the def2-TZVPD basis set
N 1.9428 -0.6858 0.3861
C 1.2102 -0.3744 -0.4560
C 0.0113 0.4417 -0.0620
C -1.1746 -0.3999 -0.0578
N -2.1127 -1.0702 -0.0529
H 0.1931 0.7949 0.9620
H -0.0701 1.2938 -0.7193
```

Density functional theory data (ωB97M-V with the def2-TZVPD basis set) for an isolated molecule of C3H2N2 in a non-equilibrium geometry.

Values from the calculation:
Molar mass   66.1 g/mol
Energy above the lowest of the compared OMol25 structures with the same formula, charge and spin   109.9 kcal per mole
Lowest unoccupied orbital energy   0.30 eV
Highest occupied orbital energy   -9.558 eV

Structure (XYZ):
```
7
C3H2N2 ωB97M-V with the def2-TZVPD basis set
N 3.6287 0.2729 -0.1871
C 2.5941 -0.1208 0.0430
N 1.1014 -0.9555 0.1686
C 0.1035 -0.2835 -0.5953
C -0.0742 -0.2488 0.7012
H 0.2321 -0.0012 -1.6414
H -0.5596 0.0414 1.5437
```

| no. | gap between HOMO and LUMO (Ha) | DFT total energy (eV) |
| --- | --- | --- |
| 1 | 0.3637 | -6116.3341 |
| 2 | 0.3155 | -6118.5537 |
| 3 | 0.4209 | -6121.1630 |
| 4 | 0.3622 | -6117.7180 |